This record from the Open Molecules 2025 dataset describes 2 unconnected molecules or ions with the total composition C7H13N3O. The level of theory is ωB97M-V/def2-TZVPD.

Maximum force in Eh/bohr: 0.0193
LUMO in eV: 0.7
Electronic energy in Ha: -514.061639
SMILES: CCc1c[nH]cn1.CC(N)=O
Total charge: 0
Frontier orbital gap in eV: 9.3258
HOMO in eV: -8.667
ΔE to the lowest compared entry with this formula, charge and spin in kcal/mol: 0.78
Spin multiplicity: 1

Structure (XYZ):
```
24
Properties=species:S:1:pos:R:3:forces:R:3
C -0.10192 -0.27467 -2.80412 -0.20 -0.13 0.60
C -0.20879 -1.19693 -1.58644 -0.04 -0.04 -0.29
C 0.77968 -0.90003 -0.51308 0.07 0.42 0.29
C 1.76893 0.05061 -0.47509 -0.49 -0.64 -0.58
N 2.35451 -0.07435 0.76029 0.60 0.20 -0.16
C 1.73225 -1.08670 1.40646 -0.34 -0.25 -0.41
N 0.76073 -1.58248 0.67866 0.09 -0.21 0.39
H 0.90189 -0.34429 -3.22079 -0.07 0.02 -0.31
H -0.29421 0.76659 -2.53833 0.06 0.01 0.06
H -0.86538 -0.56867 -3.52115 0.21 0.02 -0.27
H -1.21710 -1.17946 -1.16707 0.02 0.13 0.07
H -0.06051 -2.22626 -1.92733 0.05 -0.02 0.09
H 2.10880 0.69167 -1.26883 0.15 0.24 0.25
H 3.26934 0.27212 0.97942 0.02 0.21 0.22
H 2.03617 -1.42299 2.38267 -0.05 0.00 0.08
C -1.27805 0.62808 2.44726 0.76 -0.21 -0.17
C -1.86530 0.75837 1.06146 -0.66 -0.42 0.55
N -1.32685 1.70296 0.25370 0.00 0.12 0.08
O -2.80710 0.07020 0.70588 0.14 0.27 -0.07
H -0.19850 0.47640 2.36659 0.00 -0.05 -0.02
H -1.69769 -0.25061 2.92479 -0.11 0.07 0.05
H -1.39933 1.51691 3.06415 -0.34 0.08 -0.10
H -1.89491 1.97074 -0.53167 0.34 0.07 -0.19
H -0.49662 2.20280 0.52254 -0.22 0.11 -0.16
```
Positions in Å, forces in eV/Å.

Mulliken population analysis, charges in e, atoms 1 to 5: -1.33 0.12 0.37 -0.59 -0.03